A molecular structure, C21H20Br12Cl2O4 at a distorted geometry, computed with the ωB97M-V functional and the def2-TZVPD basis.

The geometry in ORCA input format:
```
! RIJCOSX wB97M-V def2-TZVPD def2/J DEFGRID3
* xyz 0 1
C 3.30974 0.77858 -2.97482
C 2.14304 1.41237 -2.08947
O 2.50284 2.13128 -1.10922
O 0.75052 1.26278 -2.34537
C 0.39650 -0.16696 -2.47412
C -1.16919 -0.25911 -2.07230
C -1.43204 -0.30950 -0.49957
C -2.78646 -0.36048 -0.03031
C -3.14396 -0.45807 1.53684
O -4.16025 0.15540 2.04314
C -2.07961 -1.36336 2.41118
C -2.44077 -2.28098 3.64937
Cl -4.18105 -2.40441 4.25934
C -1.26743 -3.09430 4.28528
C 0.20641 -3.01309 3.74747
C 0.58187 -2.10433 2.51547
C 2.08739 -2.09290 1.97795
C 2.97247 -0.85570 2.48632
C 4.52992 -1.35124 2.41251
Cl 5.21384 -1.57975 4.09662
C -0.59457 -1.29993 1.88868
C -0.27138 -0.34525 0.62324
O 0.78525 0.32292 0.56892
H 4.01391 1.64049 -3.28547
H 2.93324 0.24433 -3.90949
H 3.94679 0.07729 -2.31779
H 1.03294 -0.78627 -1.72999
H 0.62483 -0.58822 -3.51049
H -1.52668 -1.27884 -2.48973
H -1.70580 0.59847 -2.61987
H -3.68489 -0.35838 -0.73147
H -1.55521 -3.77984 5.16187
H 0.98612 -3.66349 4.27132
H 2.05891 -2.21897 0.83502
H 2.58347 -3.04621 2.41052
H 2.92171 0.07574 1.83045
H 2.66921 -0.53269 3.54361
H 5.13111 -0.53177 1.86996
H 4.55363 -2.29023 1.76102
C -1.79103 3.83362 -2.39789
Br -2.73746 5.50851 -2.64200
Br -1.91802 3.19484 -0.57212
Br -2.35579 2.48851 -3.67583
H -0.73776 4.03232 -2.59333
C 2.30685 5.76164 -3.96424
Br 0.77072 6.20940 -5.05785
Br 1.77684 5.17659 -2.19312
Br 3.46016 4.46781 -4.83653
H 2.88848 6.67371 -3.83985
C -3.27592 1.43820 5.42847
Br -4.84635 1.56177 6.56352
Br -3.57973 0.26560 3.89121
Br -2.64331 3.18781 4.87857
H -2.48421 0.98975 6.03113
C -2.29275 -4.24034 -4.30696
Br -3.37667 -2.66967 -4.65560
Br -0.97172 -3.91057 -2.92494
Br -3.38152 -5.79391 -3.90621
H -1.74718 -4.46095 -5.22307
*
```

Calculated total energy, Ha: -32921.252768
HOMO-LUMO gap, eV: 6.3
HOMO energy, eV: -8.088

2 unconnected molecules or ions with the total composition C2H4NO2 at a distorted geometry, computed with the ωB97M-V functional and the def2-TZVPD basis.

The geometry in ORCA input format:
```
! RIJCOSX wB97M-V def2-TZVPD def2/J DEFGRID3
* xyz -1 1
C 0.50745 0.10801 -0.00724
C -0.76918 -0.36080 -0.20252
N -4.46816 0.21080 0.07598
O -3.87563 -0.48806 -0.86395
O -3.70119 0.79165 0.88775
H 0.72452 1.08632 0.24584
H 1.43449 -0.58611 0.08220
H -0.83354 -1.44653 -0.39716
H -1.81184 0.06956 -0.31452
*
```

Calculated total energy, Ha: -283.751545
HOMO-LUMO gap, eV: 7.5
HOMO energy, eV: -3.316

C6H7NO2 in the gas phase at a distorted geometry, computed with the ωB97M-V functional and the def2-TZVPD basis.

The geometry in ORCA input format:
```
! RIJCOSX wB97M-V def2-TZVPD def2/J DEFGRID3
* xyz 0 1
C 1.52341 -0.05032 2.91219
C 0.60045 -0.53644 1.74749
O 0.06245 -1.55607 1.65429
N 0.64608 0.36669 0.61327
C -0.16550 0.28412 -0.55152
C -1.04030 -0.65378 -0.97774
C -1.49369 -0.15762 -2.21971
C -0.71670 0.88096 -2.52052
O 0.12382 1.22305 -1.46775
H 1.58882 -0.78953 3.52689
H 1.05649 0.69961 3.24721
H 2.48192 0.61774 2.53314
H 0.94227 1.11650 0.97255
H -1.45462 -1.32663 -0.20275
H -2.18140 -0.34433 -2.97747
H -0.69221 1.52242 -3.22580
*
```

Calculated total energy, Ha: -437.951741
SMILES string: CC(=O)Nc1ccco1
HOMO-LUMO gap, eV: 8.8
HOMO energy, eV: -8.144